Below is a molecular structure, C5H7NOS in a non-equilibrium geometry, with properties calculated with the ωB97M-V functional and the def2-TZVPD basis.

Atoms and positions in Å:
S 2.351 -0.478 -0.233
O -2.671 -0.836 0.275
N -1.206 0.839 -0.333
C 0.903 -1.020 0.444
C 0.284 1.408 -0.199
C 1.115 0.399 0.564
C -0.332 -1.233 -0.568
C -1.583 -0.407 -0.239
H 0.837 1.537 -1.152
H 0.190 2.421 0.152
H 1.169 -1.603 1.348
H -1.928 1.591 0.500
H 0.072 -0.970 -1.588
H 1.448 0.712 1.491
H -0.648 -2.360 -0.462

## Properties
energy above the lowest of the compared OMol25 structures with the same formula, charge and spin: 329.7 kJ/mol
electronic energy: -722.79248 a.u.
LUMO level: 0.4 eV
charge: 0